Record 1
Molecular formula: C12H7N2O5Pd
Method: DFT, ωB97M-V with the def2-TZVPD basis set

As for the total energy: -29241.4858 eV. As for the spin multiplicity: 3. The value obtained for the LUMO energy (alpha / beta) is -0.133 / -0.144 hartree. As for the HOMO-LUMO gap (alpha / beta): 5.95 / 8.40 eV. The net charge is +1. The calculation puts the energy above the lowest of the compared OMol25 structures with the same formula, charge and spin at 4.093 eV. The calculation puts the molar mass at 365.62 g/mol.

Atoms and positions in Å:
O1 -2.5875 -0.4371 -4.2665
C1 -1.9510 -0.2537 -3.3281
Pd1 -0.9339 0.0736 -1.8169
O2 -0.0999 -2.8044 -1.6496
C2 -0.4189 -1.7006 -1.7125
C3 -1.5115 2.1194 -1.9146
O3 -1.0940 2.9947 -1.2016
C4 -2.4527 -0.0524 -0.7630
O4 -3.4051 -0.1516 -0.1270
C5 0.4612 0.6691 -2.8812
O5 1.3204 1.0174 -3.5608
H1 -2.2635 2.3674 -2.7010
N1 1.8211 1.4286 1.0957
C6 1.1157 1.4799 -0.0554
N2 0.2410 0.4458 -0.1771
C7 0.4226 -0.2806 0.9529
C8 -0.1889 -1.4663 1.3717
C9 0.2362 -2.0294 2.5915
C10 1.2431 -1.4046 3.3609
C11 1.8289 -0.2049 2.9237
C12 1.3905 0.3219 1.7128
H2 2.5594 2.0952 1.4160
H3 1.2600 2.2507 -0.7989
H4 -0.9585 -1.9553 0.7963
H5 -0.2064 -2.9535 2.9397
H6 1.5664 -1.8516 4.2925
H7 2.6052 0.2822 3.5003

=====

Record 2
Molecular formula: C17H14ClLaNO4
Method: DFT, ωB97M-V with the def2-TZVPD basis set

As for the total energy: -40919.5334 eV. The value obtained for the LUMO energy is 0.022 hartree. As for the HOMO-LUMO gap: 4.04 eV. The net charge is -1. The calculation puts the energy above the lowest of the compared OMol25 structures with the same formula, charge and spin at 0.000 eV. The calculation puts the molar mass at 470.66 g/mol.

Atoms and positions in Å:
C1 -2.2747 2.1408 -0.6975
C2 -1.5362 2.6725 -1.7770
C3 -0.2521 3.0593 -1.2466
H1 -1.9491 2.8159 -2.7912
C4 -0.2325 2.7748 0.1218
C5 -1.4597 2.1449 0.4656
H2 -1.7952 1.8969 1.4671
H3 -3.3307 1.8060 -0.7882
H4 0.5535 3.5623 -1.8085
H5 0.6120 2.9456 0.7968
La1 0.0921 0.5378 -1.4088
Cl1 -0.4794 -0.7412 -3.5306
C6 2.0575 0.8240 -4.6440
C7 2.8947 1.6497 -3.8384
C8 2.4365 2.9898 -3.9682
H6 3.8259 1.3348 -3.3529
C9 1.3178 2.9955 -4.8427
C10 1.0804 1.6628 -5.2587
H7 0.3526 1.3526 -6.0190
H8 2.2227 -0.2319 -4.8713
H9 2.9558 3.8863 -3.6033
H10 0.8261 3.8897 -5.2485
O1 -1.4390 -0.9018 0.4764
C11 -0.3907 -1.1849 1.1570
O2 0.7717 -0.7941 0.7427
C12 -0.4178 -2.0322 2.4320
C13 0.7395 -2.6346 2.9503
C14 0.6727 -3.4432 4.0735
C15 -0.5355 -3.6406 4.7802
C16 -1.6924 -3.0102 4.2881
C17 -1.6307 -2.2803 3.0986
N1 -0.6373 -4.5995 5.8277
O3 0.3558 -5.2323 6.2145
O4 -1.7863 -4.7698 6.2916
H11 1.6868 -2.5654 2.4336
H12 1.5557 -3.8774 4.5640
H13 -2.6302 -3.1462 4.8242
H14 -2.5404 -1.8566 2.6897

=====

Record 3
Molecular formula: C12H17Br30F3GaNO3P
Method: DFT, ωB97M-V with the def2-TZVPD basis set

As for the total energy: -2191435.9859 eV. The value obtained for the LUMO energy is 0.034 hartree. As for the HOMO-LUMO gap: 6.38 eV. The net charge is -1. The calculation puts the molar mass at 2778.08 g/mol.

Atoms and positions in Å:
N1 -0.0068 -1.6597 -5.0408
P1 0.3950 -0.5642 -3.9737
O1 0.0910 -1.0956 -2.4363
O2 -0.5643 0.7678 -4.1447
Ga1 2.6313 0.1748 -4.1524
C1 3.9386 -1.0688 -3.1767
O3 4.1111 -0.9364 -1.7185
C2 4.4753 0.2507 -1.2325
F1 5.2102 1.0076 -2.0515
F2 3.4105 0.9842 -0.8191
F3 5.2250 0.0654 -0.1050
H1 -0.3345 -2.5042 -4.5844
H2 -0.3066 -1.9642 -2.4871
H3 -1.3081 0.6989 -3.5398
H4 2.7137 1.6457 -3.5329
H5 3.0023 0.2742 -5.7081
H6 3.6206 -2.0880 -3.2946
H7 4.9052 -1.0204 -3.6487
C3 -0.2937 -0.6087 -9.2377
Br1 -1.1135 -2.2245 -8.5848
Br2 -1.6238 0.7173 -9.6964
Br3 1.0138 0.0821 -8.0160
H8 0.2179 -0.8632 -10.1508
C4 3.4180 2.8735 -1.5372
Br4 5.2174 2.6774 -0.8867
Br5 2.1290 2.2154 -0.2761
Br6 3.0540 4.6978 -2.0553
H9 3.3310 2.2653 -2.4243
C5 6.5035 5.1603 -3.8546
Br7 6.2414 3.4524 -4.6916
Br8 8.2678 5.3183 -3.0956
Br9 6.1168 6.6135 -5.0586
H10 5.7987 5.2249 -3.0388
C6 1.7591 -1.6778 1.7912
Br10 1.9922 -1.3469 -0.0871
Br11 3.0437 -0.7355 2.8802
Br12 -0.0505 -1.3035 2.3349
H11 1.9229 -2.7329 1.9441
C7 -3.7626 0.3319 3.1648
Br13 -5.6366 0.7537 3.0486
Br14 -2.9821 1.0014 4.7950
Br15 -3.4617 -1.5575 2.9671
H12 -3.2695 0.8323 2.3460
C8 0.7259 5.3734 4.3751
Br16 -0.3431 6.9216 4.7937
Br17 2.4933 5.5231 5.1185
Br18 -0.1393 3.7392 4.9091
H13 0.8310 5.3392 3.3023
C9 -1.1567 -5.2284 0.7824
Br19 -2.7540 -6.1335 0.2096
Br20 -0.7698 -3.6492 -0.2409
Br21 -1.2213 -4.7825 2.6524
H14 -0.3297 -5.9068 0.6492
C10 -4.1765 -3.4497 7.0558
Br22 -5.4805 -2.3652 6.1453
Br23 -4.9355 -5.1232 7.6415
Br24 -2.5917 -3.7286 5.9985
H15 -3.8759 -2.9094 7.9385
C11 -5.5177 -6.4974 3.7916
Br25 -3.9057 -7.5268 3.5834
Br26 -5.2950 -4.6976 3.1478
Br27 -7.0245 -7.3658 2.9625
H16 -5.7249 -6.4356 4.8483
C12 -5.5474 4.8474 4.7414
Br28 -3.8281 5.6673 4.4758
Br29 -6.7047 5.9763 5.7918
Br30 -6.3824 4.3346 3.0856
H17 -5.3886 3.9425 5.3075